[1]
A cluster of 4 separate species, C2H14N2O3 in total at a distorted geometry, computed with ωB97M-V/def2-TZVPD.

```
21
Properties=species:S:1:pos:R:3:forces:R:3:mulliken_charge:R:1
N 0.927953 0.388420 -2.481885 -0.05 0.20 -0.52 -0.6615
C 0.483879 0.051819 -1.130419 1.35 0.08 -0.30 -0.0647
C 1.713653 0.011053 -0.192722 -1.10 0.34 0.08 -0.6277
N 1.253601 0.314356 1.183057 0.29 -0.57 0.01 -0.4868
H 0.201193 0.791357 -3.060580 -0.13 0.05 0.27 0.2352
H 1.240425 -0.418694 -3.005315 0.11 -0.17 0.20 0.2337
H 0.007212 -0.923029 -1.101474 -0.44 0.08 0.28 -0.0057
H -0.138306 0.847784 -0.739812 -0.34 -0.10 -0.25 0.3532
H 2.154806 -0.981418 -0.230597 0.33 0.04 0.01 0.2833
H 2.395632 0.775279 -0.561972 0.28 -0.18 0.03 0.3287
H 1.647153 -0.335868 1.853372 0.05 0.15 -0.03 0.2157
H 1.547637 1.239522 1.463039 -0.10 0.03 0.07 0.1796
O -1.183110 1.763995 3.390820 0.10 0.03 0.24 -0.6355
H -1.530346 0.940240 3.759306 0.01 0.21 -0.24 0.3224
H -1.956457 2.282184 3.149975 -0.07 -0.07 0.09 0.3109
O -1.367241 -2.652580 -2.172596 0.30 -0.08 -0.59 -0.6561
H -1.597275 -3.361687 -1.567378 -0.18 0.36 0.23 0.3145
H -1.626037 -1.798678 -1.812776 -0.22 -0.31 0.35 0.3513
O -1.761394 0.149442 0.993439 0.39 -0.03 0.15 -0.6487
H -0.874991 -0.171320 1.249174 -0.18 -0.13 -0.11 0.3631
H -1.537989 1.087817 1.015336 -0.40 0.08 0.02 0.2952
```
Forces are in eV/Å.

Output
Relative energy (zero: lowest compared OMol25 entry of this formula, charge and spin): 97.3 kJ/mol
HOMO energy: -9.1 eV
LUMO energy: 0.76 eV
Gap between HOMO and LUMO: 9.8157 eV
Structure (SMILES): NCCN.O.O.O



[2]
A structure of composition C3H3FOS at a distorted geometry, computed with ωB97M-V/def2-TZVPD.

```
9
Properties=species:S:1:pos:R:3:forces:R:3:mulliken_charge:R:1
C 0.045278 0.450142 0.332822 -1.46 0.15 -5.06 0.3723
C -1.144565 -0.427840 0.386086 -2.15 -1.89 -2.46 -0.5051
C 1.224126 -0.067382 -0.508390 3.73 -4.44 1.22 0.1160
H 0.146998 0.594937 1.341203 1.53 1.67 2.55 0.3021
H -1.005567 -1.347544 0.955473 0.11 0.31 0.36 0.3215
H 2.040845 0.966044 -0.903393 -2.55 -3.44 0.78 0.2498
O 1.486470 -1.339409 -0.543379 -1.14 7.03 -0.48 -0.4578
F -0.275146 1.551871 -0.509711 0.02 0.27 1.62 -0.2711
S -2.518436 -0.380821 -0.550713 1.91 0.35 1.48 -0.1278
```
Forces are in eV/Å.

Output
Relative energy (zero: lowest compared OMol25 entry of this formula, charge and spin): 266.7 kJ/mol
HOMO energy: -9.2 eV
LUMO energy: -0.97 eV
Gap between HOMO and LUMO: 8.2512 eV



[3]
A structure of composition C32H14F8N2RuS3Sb, computed with ωB97M-V/def2-TZVPD.

```
61
Properties=species:S:1:pos:R:3:forces:R:3:mulliken_spin:R:1
Ru -0.683847 0.005011 -0.884800 0.05 -0.10 0.05 3.5526
F 0.360294 -2.533183 5.734217 0.00 -0.01 -0.03 0.0017
C 0.076423 -2.433038 4.439343 0.04 0.02 0.21 0.0222
C -0.121824 -1.197683 3.863550 -0.04 0.32 -0.08 -0.0031
F -0.017784 -0.083550 4.589428 0.01 -0.07 0.03 -0.0005
C -0.417762 -1.112987 2.517848 0.05 -0.16 -0.08 0.0020
F -0.570649 0.115390 1.996679 -0.05 0.07 -0.02 0.0008
C -0.518395 -2.230257 1.698710 -0.02 0.13 0.13 0.0468
S -0.862274 -2.172191 -0.018698 0.08 -0.12 -0.05 0.3034
C -0.307602 -3.463180 2.311784 -0.06 0.03 -0.15 0.0071
F -0.380569 -4.581151 1.592280 0.01 -0.02 0.02 0.0012
C -0.017542 -3.566086 3.656082 0.05 -0.32 0.13 -0.0087
F 0.179079 -4.760101 4.214646 -0.02 0.03 -0.06 -0.0003
S -1.238279 0.105141 -3.141648 -0.07 -0.23 -0.14 0.4193
C -1.934486 1.709583 -3.094801 -0.03 0.18 -0.04 0.0243
C -1.997278 2.425197 -4.290032 -0.02 0.14 -0.07 0.0118
C -2.538789 3.701804 -4.337758 0.13 -0.18 -0.21 0.0219
C -2.580243 4.408147 -5.589555 0.02 -0.04 0.00 -0.0062
N -2.599573 4.952647 -6.600824 0.00 -0.02 0.04 0.0070
C -3.031134 4.285733 -3.167570 -0.07 0.10 0.17 0.0153
C -2.969911 3.582215 -1.976214 -0.08 0.19 0.06 0.0167
C -2.429680 2.300098 -1.913434 0.08 -0.01 -0.09 0.0041
S -2.401392 1.490754 -0.361137 -0.18 0.07 0.15 0.4576
C -3.597374 5.607201 -3.190440 -0.02 -0.02 0.01 -0.0057
N -4.057920 6.659498 -3.202704 0.03 -0.04 0.02 0.0052
H -1.614820 1.978338 -5.197822 -0.01 0.00 0.00 -0.0075
H -3.349327 4.041421 -1.072760 0.00 -0.01 -0.01 -0.0117
F 8.106715 2.089269 0.644537 0.00 0.01 0.00 0.0000
C 6.932896 1.441868 0.549162 -0.08 -0.04 0.00 0.0001
C 6.289816 1.050046 1.704086 -0.02 -0.03 0.10 0.0002
C 5.081161 0.371324 1.591383 0.07 0.01 -0.13 0.0010
C 4.529507 0.095190 0.341269 -0.04 -0.08 0.01 0.0008
C 5.207810 0.511461 -0.804503 0.07 0.03 0.14 0.0029
C 6.414525 1.187347 -0.707015 0.00 0.00 -0.10 0.0008
Sb 2.636585 -0.906070 0.265502 0.01 -0.01 -0.20 -0.0021
C 1.715397 0.759334 -0.796089 0.13 0.11 -0.19 0.2335
C 1.953303 1.002847 -2.167054 -0.03 -0.01 0.11 -0.0745
C 1.659941 2.221715 -2.746159 0.03 0.01 -0.08 0.0508
C 1.113676 3.222350 -1.959057 0.01 -0.05 0.03 -0.0121
F 0.805077 4.391706 -2.527671 -0.01 0.06 -0.03 0.0024
C 0.864554 3.046372 -0.615964 -0.06 0.05 -0.01 0.0779
C 1.168546 1.815895 -0.043867 -0.06 -0.05 0.12 -0.1686
C 3.043646 -2.069479 -1.499271 0.03 0.07 0.16 -0.0052
C 4.312679 -2.615151 -1.686407 -0.03 0.03 -0.03 0.0006
C 4.593532 -3.410809 -2.789745 0.14 -0.01 0.07 0.0004
C 3.589000 -3.655760 -3.701293 -0.08 0.03 0.01 0.0008
F 3.854562 -4.414518 -4.778227 0.02 -0.02 0.00 0.0000
C 2.315878 -3.144870 -3.545971 -0.07 0.03 0.00 0.0044
C 2.051374 -2.356596 -2.435104 0.05 -0.01 0.02 0.0181
H 6.733443 1.267712 2.666866 -0.01 0.00 -0.02 0.0001
H 4.575138 0.052499 2.496061 0.00 0.01 -0.01 0.0001
H 4.803725 0.299375 -1.786987 -0.01 0.01 -0.02 0.0004
H 6.957672 1.514170 -1.584151 -0.01 0.00 0.01 0.0001
H 2.364114 0.218223 -2.789695 0.03 -0.01 0.02 -0.0036
H 1.826454 2.405457 -3.799736 0.01 -0.01 0.01 0.0006
H 0.422467 3.846306 -0.036969 0.01 -0.01 -0.01 0.0084
H 0.980482 1.687960 1.015942 0.07 -0.01 0.03 0.0034
H 5.104638 -2.408951 -0.975434 0.01 -0.02 -0.02 0.0004
H 5.576416 -3.835175 -2.948752 -0.02 0.01 0.01 0.0001
H 1.553606 -3.365916 -4.281635 0.01 0.01 0.02 0.0001
H 1.052818 -1.956348 -2.308373 -0.03 -0.03 -0.03 -0.0199
```
Forces are in eV/Å.

Output
Relative energy (zero: lowest compared OMol25 entry of this formula, charge and spin): 0.0 kJ/mol
<S²>: 8.7747
Spin multiplicity: 6
HOMO energy (spin up / spin down): -8.6 / -9.1 eV
LUMO energy (spin up / spin down): -0.56 / -2.71 eV
Gap between HOMO and LUMO (spin up / spin down): 8.0099 / 6.3636 eV



[4]
A cluster of 4 separate species, C17H42NO4S3 in total, computed with ωB97M-V/def2-TZVPD.

```
67
Properties=species:S:1:pos:R:3:forces:R:3:mulliken_charge:R:1
C -2.747971 3.685397 -0.539870 0.08 0.15 -0.03 -0.5913
O -3.261811 3.752812 0.767735 -0.17 0.01 -0.10 -0.4205
C -2.576536 3.023754 1.771892 0.06 -0.07 0.30 -0.4169
C -3.489829 2.031576 2.471813 -0.07 0.19 0.04 -0.6522
C -4.304880 1.131698 1.543179 0.11 -0.18 0.01 -1.0575
C -3.534739 0.517873 0.361069 -0.15 0.00 -0.17 0.4767
C -3.444057 -1.004093 0.414001 -0.05 0.03 0.12 -1.1161
C -2.419306 -1.571349 -0.558758 -0.25 0.10 -0.14 -1.1549
C -0.952821 -1.274448 -0.247635 0.18 -0.16 -0.07 -0.2345
C -0.520367 -1.504217 1.201718 0.08 -0.02 -0.32 -0.5308
C -0.722235 -0.323620 2.132314 -0.03 0.07 0.24 1.0224
C -0.528504 -0.698645 3.635016 -0.15 -0.34 0.09 -0.8087
N -1.099559 -1.937926 4.079341 -0.05 0.02 -0.12 -0.9337
H -3.524111 3.349867 -1.225867 -0.10 -0.09 -0.04 0.1469
H -2.405748 4.676082 -0.855082 0.04 0.07 -0.02 0.3048
H -1.907066 2.995622 -0.624734 0.03 -0.07 0.05 0.2690
H -2.213092 3.737514 2.517474 0.13 0.02 0.00 0.4063
H -1.706819 2.504432 1.364448 0.03 0.05 -0.12 0.2660
H -4.175708 2.598426 3.107597 -0.07 -0.05 0.05 0.4329
H -2.867419 1.430365 3.137148 0.04 0.00 0.05 0.2655
H -5.170809 1.683925 1.179635 -0.02 0.09 -0.06 0.3466
H -4.691043 0.310672 2.151751 -0.13 0.01 0.03 0.4115
H -4.027956 0.801517 -0.571809 0.06 0.03 -0.10 0.4373
H -2.521862 0.915907 0.296921 -0.04 0.04 0.04 -0.2590
H -3.210954 -1.331575 1.430230 0.08 -0.01 0.03 0.4097
H -4.429429 -1.419073 0.178853 -0.05 -0.04 0.00 0.5395
H -2.647388 -1.176206 -1.556502 -0.03 -0.08 -0.09 0.3312
H -2.563899 -2.652745 -0.616156 0.07 -0.09 0.06 0.4657
H -0.690562 -0.263246 -0.574258 0.00 0.10 0.07 0.2506
H -0.370009 -1.946278 -0.889992 0.07 0.07 -0.08 0.2126
H 0.549587 -1.730623 1.197998 0.05 -0.08 0.08 -0.1494
H -1.016150 -2.388504 1.605609 -0.07 0.03 0.21 0.3998
H 0.012896 0.445224 1.851751 -0.04 0.18 0.01 0.3344
H -1.712570 0.127943 2.010041 0.15 -0.27 -0.01 -1.2095
H -0.901172 0.172170 4.213633 0.16 0.26 -0.02 0.3745
H 0.566435 -0.719624 3.788098 0.10 0.02 0.03 0.3953
H -2.047891 -1.739565 4.400659 -0.04 0.01 0.00 0.0593
C -4.648987 2.440086 -5.689997 0.00 0.01 -0.09 -0.9673
S -4.404141 3.048994 -4.015008 0.02 0.03 -0.02 0.5112
O -4.758760 1.936358 -3.105068 -0.06 -0.08 0.02 -0.5522
C -5.807176 4.174477 -4.021576 -0.03 0.07 -0.03 -0.9328
H -3.892267 1.680280 -5.872801 0.01 0.00 0.03 0.3278
H -5.642570 1.999803 -5.771861 0.00 0.00 0.04 0.2900
H -4.526887 3.260481 -6.397656 0.01 -0.01 0.00 0.3662
H -6.718923 3.611586 -4.220819 0.02 -0.03 0.01 0.3032
H -5.652368 4.945541 -4.776761 0.00 0.01 0.01 0.3653
H -5.860746 4.629723 -3.034769 0.02 -0.02 0.01 0.2948
C 3.689253 -2.584246 -1.342994 0.00 -0.10 -0.07 -1.0241
S 3.320594 -1.956991 0.303980 -0.03 0.08 0.02 0.6677
O 3.174801 -0.486660 0.160210 0.07 0.08 -0.06 -0.6224
C 4.963676 -2.242894 0.968732 0.06 -0.10 0.06 -0.9563
H 2.791261 -2.456569 -1.944135 -0.02 0.01 0.02 0.3083
H 4.510811 -2.010824 -1.774234 -0.01 0.03 0.04 0.3015
H 3.944987 -3.642277 -1.279871 -0.01 0.00 -0.01 0.3711
H 5.695702 -1.689026 0.380713 -0.05 0.02 -0.03 0.1395
H 5.193642 -3.307480 0.950418 0.04 0.01 0.02 0.3878
H 4.966594 -1.886381 1.996616 -0.04 0.01 0.00 0.3920
C 8.795943 -2.004415 -0.729820 0.00 0.06 -0.03 -0.8945
S 9.116741 -3.557866 0.115751 0.03 0.02 -0.02 0.4575
O 7.834500 -3.983576 0.728084 -0.05 -0.04 0.01 -0.5524
C 10.107388 -2.847664 1.436799 0.05 0.04 0.03 -0.9179
H 8.137726 -2.219591 -1.568971 -0.01 -0.02 0.00 0.2999
H 8.306864 -1.312594 -0.044264 0.00 -0.02 0.02 0.2644
H 9.735037 -1.589172 -1.095699 0.00 0.00 -0.01 0.3817
H 9.519861 -2.096001 1.963474 -0.03 -0.02 -0.01 0.2971
H 11.012208 -2.409094 1.015780 0.01 -0.01 0.00 0.3558
H 10.370588 -3.655050 2.116484 -0.01 -0.02 -0.01 0.3134
```
Forces are in eV/Å.

Output
HOMO energy: -1.0 eV
LUMO energy: 1.75 eV
Gap between HOMO and LUMO: 2.7646 eV
Charge: -1